Entry 1:
Below is a single C16H31ClNP molecule at a distorted geometry, with properties calculated with the ωB97M-V functional and the def2-TZVPD basis.

- lowest unoccupied orbital energy (eV) = 0.58
- electronic energy (hartree) = -1484.411551
- maximum force (eV Å⁻¹) = 4.4
- multiplicity = 1

Each line ends with the Mulliken charge.
Cartesian coordinates (Å):
Cl: -6.78 1.53 1.90  -0.411
P: -5.41 0.60 0.51  0.307
C: -4.17 -0.22 -0.71  -0.824
C: -3.97 -1.77 -0.48  -0.686
C: -2.63 -2.15 0.29  -0.668
C: -1.45 -2.45 -0.76  -0.655
C: -1.00 -1.07 -1.37  -0.275
C: 0.42 -1.15 -2.10  -0.925
C: 1.55 -0.31 -1.35  0.026
C: 2.67 -1.20 -0.68  -0.733
C: 2.37 -1.66 0.80  -0.556
C: 1.89 -0.53 1.80  -0.123
C: 3.04 0.37 2.38  -0.808
C: 3.78 1.29 1.34  -0.704
N: 2.93 2.27 0.65  0.418
C: 1.60 2.63 0.82  -0.215
C: 1.14 3.68 -0.07  -0.719
C: 2.39 4.01 -0.85  -0.460
C: 3.42 3.10 -0.37  -0.534
H: -5.58 -0.61 1.24  0.061
H: -6.23 0.97 -0.61  0.113
H: -4.38 1.48 0.96  0.080
H: -3.22 0.38 -0.65  0.198
H: -4.56 -0.08 -1.76  0.426
H: -3.89 -2.28 -1.49  0.284
H: -4.85 -2.26 0.04  0.415
H: -2.78 -3.06 0.93  0.354
H: -2.28 -1.28 0.91  0.324
H: -1.85 -3.15 -1.54  0.348
H: -0.55 -2.91 -0.27  0.246
H: -1.03 -0.26 -0.60  0.251
H: -1.79 -0.78 -2.14  0.222
H: 0.26 -0.66 -3.11  0.385
H: 0.73 -2.20 -2.33  0.368
H: 2.07 0.27 -2.18  0.401
H: 1.09 0.47 -0.69  -0.241
H: 3.65 -0.68 -0.82  0.188
H: 2.73 -2.14 -1.30  0.508
H: 3.23 -2.24 1.25  0.332
H: 1.51 -2.40 0.74  0.109
H: 1.45 -1.07 2.69  0.359
H: 1.04 0.08 1.39  -0.131
H: 2.72 0.97 3.28  0.346
H: 3.83 -0.34 2.79  0.381
H: 4.40 0.71 0.58  0.352
H: 4.55 1.89 1.92  0.401
H: 0.90 2.18 1.56  0.388
H: 0.13 4.14 -0.17  0.388
H: 2.47 4.80 -1.62  0.375
H: 4.47 3.09 -0.74  0.312

***

Entry 2:
Below is a molecular structure, C16H31EuNOP2 at a distorted geometry, with properties calculated with the ωB97M-V functional and the def2-TZVPD basis.

- lowest unoccupied orbital energy (alpha / beta) (eV) = -0.51 / -0.51
- relative energy (zero: lowest compared OMol25 entry of this formula, charge and spin) (kcal/mol) = 56.3
- expectation value of S² = 15.763
- electronic energy (hartree) = -2150.987478
- maximum force (eV Å⁻¹) = 3.9
- multiplicity = 8

Each line ends with the Mulliken charge.
Cartesian coordinates (Å):
P: 0.65 -1.78 -0.77  0.776
P: 0.85 1.96 -0.33  0.863
C: 0.56 -0.37 -2.01  -0.738
C: 1.39 0.91 -1.86  -1.070
H: -0.51 -0.11 -2.13  0.153
H: 0.89 -0.90 -2.91  0.659
H: 2.50 0.74 -2.04  0.355
H: 1.12 1.63 -2.65  0.646
C: -0.14 3.16 -1.34  -1.933
H: -0.50 4.01 -0.72  0.508
H: -0.98 2.69 -1.87  0.335
H: 0.55 3.55 -2.10  0.592
C: 2.13 3.22 0.16  -1.299
H: 1.78 4.18 -0.26  0.487
H: 3.15 2.97 -0.19  0.361
H: 2.10 3.31 1.26  0.290
C: -0.30 -3.05 -1.83  -1.517
H: -0.42 -4.01 -1.29  0.406
H: 0.24 -3.28 -2.77  0.480
H: -1.32 -2.69 -2.11  0.367
C: 2.28 -2.56 -0.67  -1.156
H: 3.14 -1.91 -0.87  0.329
H: 2.33 -3.41 -1.36  0.498
H: 2.39 -2.94 0.36  0.106
Eu: 2.88 0.30 0.14  0.665
C: -1.99 1.47 0.53  -0.170
C: -2.77 1.17 -0.51  -0.243
C: -4.00 0.33 -0.32  -1.026
C: -3.83 -1.09 0.31  -0.866
C: -2.62 -1.89 -0.03  -0.581
C: -1.49 -1.81 0.71  -0.662
C: -0.94 -0.64 1.50  0.482
C: -1.79 0.60 1.76  -1.723
C: 3.41 -1.47 1.93  -1.346
H: -1.50 2.49 0.61  0.942
H: -2.50 1.54 -1.52  0.102
H: -4.57 0.32 -1.26  0.339
H: -4.63 0.92 0.37  0.305
H: -3.90 -1.02 1.42  0.293
H: -4.67 -1.70 -0.06  0.443
H: -2.78 -2.70 -0.75  0.538
H: -0.93 -2.76 0.91  0.875
H: -0.04 -0.23 0.99  -0.500
H: -0.54 -1.07 2.44  0.484
H: -2.69 0.34 2.35  0.490
H: -1.11 1.18 2.41  0.455
H: 4.35 -0.94 2.20  0.294
H: 3.51 -2.57 1.96  0.419
H: 2.56 -1.09 2.53  0.167
O: 2.38 2.17 4.21  -0.646
C: 2.89 1.63 3.25  0.729
N: 3.42 1.22 2.23  -0.755

***

Entry 3:
Below is a molecular structure, C16H31F3MnP2 at a distorted geometry, with properties calculated with the ωB97M-V functional and the def2-TZVPD basis.

- lowest unoccupied orbital energy (alpha / beta) (eV) = -0.03 / -0.04
- relative energy (zero: lowest compared OMol25 entry of this formula, charge and spin) (kcal/mol) = 132.2
- expectation value of S² = 8.772
- electronic energy (hartree) = -2761.106074
- maximum force (eV Å⁻¹) = 5.8
- multiplicity = 6

Each line ends with the Mulliken charge.
Cartesian coordinates (Å):
P: -0.30 -1.85 -1.66  1.759
P: 0.26 1.92 -1.34  1.453
C: -0.49 -0.52 -2.85  -1.111
C: 0.40 0.77 -2.78  -1.026
H: -1.55 -0.26 -2.98  0.329
H: -0.21 -1.04 -3.80  0.601
H: 1.45 0.50 -2.96  0.401
H: 0.12 1.36 -3.69  0.590
C: -1.38 2.62 -1.73  -1.552
H: -1.72 3.32 -0.96  0.436
H: -2.14 1.84 -1.84  0.374
H: -1.33 3.16 -2.68  0.459
C: 1.44 3.23 -1.81  -1.433
H: 1.14 3.71 -2.76  0.435
H: 2.45 2.80 -1.94  0.420
H: 1.49 4.01 -1.03  0.421
C: -1.41 -3.18 -2.15  -1.575
H: -1.39 -4.03 -1.44  0.435
H: -1.07 -3.56 -3.11  0.483
H: -2.44 -2.83 -2.20  0.436
C: 1.36 -2.44 -2.00  -1.484
H: 2.06 -1.60 -2.02  0.409
H: 1.32 -2.90 -2.98  0.554
H: 1.70 -3.15 -1.24  0.394
Mn: 0.84 0.92 3.78  -0.076
C: 0.38 1.65 0.41  -0.614
C: -0.95 1.21 0.95  -1.140
C: -1.66 0.13 0.29  0.384
C: -1.70 -1.34 0.78  -1.027
C: -0.52 -2.18 0.13  -0.457
C: 0.84 -1.89 0.60  -1.628
C: 1.52 -0.65 0.19  0.011
C: 1.54 0.60 1.07  -0.089
C: 0.43 -1.07 4.08  -1.305
H: 0.74 2.60 0.83  0.550
H: -1.51 1.95 1.54  0.366
H: -1.19 0.03 -0.71  -1.138
H: -2.69 0.50 0.15  0.776
H: -1.72 -1.47 1.88  0.355
H: -2.64 -1.78 0.42  0.389
H: -0.78 -3.26 0.07  0.834
H: 1.37 -2.59 1.24  0.528
H: 0.99 -0.25 -0.69  -1.148
H: 2.56 -0.86 -0.14  0.876
H: 1.62 0.26 2.23  -0.095
H: 2.49 1.15 0.94  0.602
H: 1.14 -1.23 4.93  0.338
H: 0.60 -1.84 3.30  0.400
H: -0.60 -1.16 4.48  0.248
F: -1.22 1.39 5.57  -0.258
C: -0.08 1.95 5.04  0.668
F: -0.43 3.19 4.55  -0.272
F: 0.88 2.14 6.03  -0.288

***

Entry 4:
Below is 4 unconnected molecules or ions with the total composition C16H31F3O8 at a distorted geometry, with properties calculated with the ωB97M-V functional and the def2-TZVPD basis.

- lowest unoccupied orbital energy (alpha / beta) (eV) = 2.58 / 2.58
- expectation value of S² = 0.753
- electronic energy (hartree) = -1529.593901
- maximum force (eV Å⁻¹) = 6.5
- multiplicity = 2
- net charge = -1

Each line ends with the Mulliken charge.
Cartesian coordinates (Å):
C: -2.14 1.86 -4.21  -0.807
O: -2.22 0.68 -3.31  -0.466
C: -2.59 0.82 -1.99  0.857
C: -4.15 0.69 -1.89  -0.759
O: -4.52 0.89 -0.45  -0.202
C: -5.83 0.45 -0.11  -0.851
H: -1.47 1.84 -5.07  0.302
H: -1.96 2.80 -3.69  0.303
H: -3.13 2.04 -4.63  0.346
H: -2.20 1.78 -1.66  -0.437
H: -2.17 0.02 -1.37  0.237
H: -4.52 -0.20 -2.39  0.362
H: -4.59 1.54 -2.40  0.281
H: -6.01 -0.63 -0.15  0.321
H: -6.58 0.98 -0.70  0.300
H: -5.88 0.51 0.97  0.266
C: 1.09 -2.96 1.95  -0.930
O: 2.08 -3.14 0.91  -0.066
C: 2.44 -4.49 0.77  -0.702
C: 3.75 -4.57 -0.08  -0.616
O: 4.80 -3.83 0.64  -0.337
C: 5.21 -4.29 1.84  -0.730
H: 0.05 -3.06 1.63  0.347
H: 1.18 -1.97 2.39  0.275
H: 1.33 -3.62 2.79  0.385
H: 1.62 -4.85 0.15  0.363
H: 2.49 -5.12 1.66  0.463
H: 3.63 -4.16 -1.08  0.289
H: 4.11 -5.57 -0.30  0.422
H: 6.15 -3.73 1.89  0.252
H: 5.56 -5.32 1.96  0.323
H: 4.55 -3.97 2.64  0.268
O: 2.85 2.24 -1.84  -0.656
C: 2.45 1.30 -1.24  0.328
O: 3.27 0.54 -0.57  -0.390
C: 2.61 -0.43 0.13  -0.111
C: 1.30 -0.79 -0.60  -0.262
C: 1.07 0.59 -1.33  0.363
H: 2.45 0.04 1.10  0.090
H: 3.26 -1.31 0.21  0.159
H: 0.54 -1.21 0.06  0.282
H: 1.56 -1.57 -1.33  0.227
H: 0.35 1.26 -0.84  -0.411
H: 0.73 0.50 -2.36  0.339
C: -1.86 4.50 -0.01  -0.929
C: -2.19 3.76 1.27  -0.288
O: -1.10 3.68 2.07  -0.374
C: -0.34 2.50 2.12  -0.001
O: -0.65 1.43 1.55  -0.819
C: 0.90 2.64 3.02  0.877
F: 0.76 1.78 4.03  -0.296
F: 2.01 2.28 2.37  -0.225
F: 0.92 3.89 3.44  -0.282
H: -2.79 4.87 -0.46  0.375
H: -1.39 3.69 -0.57  -0.069
H: -1.26 5.39 0.17  0.368
H: -2.55 2.76 1.05  0.266
H: -2.99 4.26 1.84  0.377

***

Which formula does entry 1 have?
C16H31ClNP

***

What did the second record say?
Below is a molecular structure, C16H31EuNOP2 at a distorted geometry, with properties calculated with the ωB97M-V functional and the def2-TZVPD basis.

- lowest unoccupied orbital energy (alpha / beta) (eV) = -0.51 / -0.51
- relative energy (zero: lowest compared OMol25 entry of this formula, charge and spin) (kcal/mol) = 56.3
- expectation value of S² = 15.763
- electronic energy (hartree) = -2150.987478
- maximum force (eV Å⁻¹) = 3.9
- multiplicity = 8

Each line ends with the Mulliken charge.
Cartesian coordinates (Å):
P: 0.65 -1.78 -0.77  0.776
P: 0.85 1.96 -0.33  0.863
C: 0.56 -0.37 -2.01  -0.738
C: 1.39 0.91 -1.86  -1.070
H: -0.51 -0.11 -2.13  0.153
H: 0.89 -0.90 -2.91  0.659
H: 2.50 0.74 -2.04  0.355
H: 1.12 1.63 -2.65  0.646
C: -0.14 3.16 -1.34  -1.933
H: -0.50 4.01 -0.72  0.508
H: -0.98 2.69 -1.87  0.335
H: 0.55 3.55 -2.10  0.592
C: 2.13 3.22 0.16  -1.299
H: 1.78 4.18 -0.26  0.487
H: 3.15 2.97 -0.19  0.361
H: 2.10 3.31 1.26  0.290
C: -0.30 -3.05 -1.83  -1.517
H: -0.42 -4.01 -1.29  0.406
H: 0.24 -3.28 -2.77  0.480
H: -1.32 -2.69 -2.11  0.367
C: 2.28 -2.56 -0.67  -1.156
H: 3.14 -1.91 -0.87  0.329
H: 2.33 -3.41 -1.36  0.498
H: 2.39 -2.94 0.36  0.106
Eu: 2.88 0.30 0.14  0.665
C: -1.99 1.47 0.53  -0.170
C: -2.77 1.17 -0.51  -0.243
C: -4.00 0.33 -0.32  -1.026
C: -3.83 -1.09 0.31  -0.866
C: -2.62 -1.89 -0.03  -0.581
C: -1.49 -1.81 0.71  -0.662
C: -0.94 -0.64 1.50  0.482
C: -1.79 0.60 1.76  -1.723
C: 3.41 -1.47 1.93  -1.346
H: -1.50 2.49 0.61  0.942
H: -2.50 1.54 -1.52  0.102
H: -4.57 0.32 -1.26  0.339
H: -4.63 0.92 0.37  0.305
H: -3.90 -1.02 1.42  0.293
H: -4.67 -1.70 -0.06  0.443
H: -2.78 -2.70 -0.75  0.538
H: -0.93 -2.76 0.91  0.875
H: -0.04 -0.23 0.99  -0.500
H: -0.54 -1.07 2.44  0.484
H: -2.69 0.34 2.35  0.490
H: -1.11 1.18 2.41  0.455
H: 4.35 -0.94 2.20  0.294
H: 3.51 -2.57 1.96  0.419
H: 2.56 -1.09 2.53  0.167
O: 2.38 2.17 4.21  -0.646
C: 2.89 1.63 3.25  0.729
N: 3.42 1.22 2.23  -0.755

***

Among the records above, which one has the lowest electronic energy?
C16H31F3MnP2

***

Repeat the fourth record exactly.
Below is 4 unconnected molecules or ions with the total composition C16H31F3O8 at a distorted geometry, with properties calculated with the ωB97M-V functional and the def2-TZVPD basis.

- lowest unoccupied orbital energy (alpha / beta) (eV) = 2.58 / 2.58
- expectation value of S² = 0.753
- electronic energy (hartree) = -1529.593901
- maximum force (eV Å⁻¹) = 6.5
- multiplicity = 2
- net charge = -1

Each line ends with the Mulliken charge.
Cartesian coordinates (Å):
C: -2.14 1.86 -4.21  -0.807
O: -2.22 0.68 -3.31  -0.466
C: -2.59 0.82 -1.99  0.857
C: -4.15 0.69 -1.89  -0.759
O: -4.52 0.89 -0.45  -0.202
C: -5.83 0.45 -0.11  -0.851
H: -1.47 1.84 -5.07  0.302
H: -1.96 2.80 -3.69  0.303
H: -3.13 2.04 -4.63  0.346
H: -2.20 1.78 -1.66  -0.437
H: -2.17 0.02 -1.37  0.237
H: -4.52 -0.20 -2.39  0.362
H: -4.59 1.54 -2.40  0.281
H: -6.01 -0.63 -0.15  0.321
H: -6.58 0.98 -0.70  0.300
H: -5.88 0.51 0.97  0.266
C: 1.09 -2.96 1.95  -0.930
O: 2.08 -3.14 0.91  -0.066
C: 2.44 -4.49 0.77  -0.702
C: 3.75 -4.57 -0.08  -0.616
O: 4.80 -3.83 0.64  -0.337
C: 5.21 -4.29 1.84  -0.730
H: 0.05 -3.06 1.63  0.347
H: 1.18 -1.97 2.39  0.275
H: 1.33 -3.62 2.79  0.385
H: 1.62 -4.85 0.15  0.363
H: 2.49 -5.12 1.66  0.463
H: 3.63 -4.16 -1.08  0.289
H: 4.11 -5.57 -0.30  0.422
H: 6.15 -3.73 1.89  0.252
H: 5.56 -5.32 1.96  0.323
H: 4.55 -3.97 2.64  0.268
O: 2.85 2.24 -1.84  -0.656
C: 2.45 1.30 -1.24  0.328
O: 3.27 0.54 -0.57  -0.390
C: 2.61 -0.43 0.13  -0.111
C: 1.30 -0.79 -0.60  -0.262
C: 1.07 0.59 -1.33  0.363
H: 2.45 0.04 1.10  0.090
H: 3.26 -1.31 0.21  0.159
H: 0.54 -1.21 0.06  0.282
H: 1.56 -1.57 -1.33  0.227
H: 0.35 1.26 -0.84  -0.411
H: 0.73 0.50 -2.36  0.339
C: -1.86 4.50 -0.01  -0.929
C: -2.19 3.76 1.27  -0.288
O: -1.10 3.68 2.07  -0.374
C: -0.34 2.50 2.12  -0.001
O: -0.65 1.43 1.55  -0.819
C: 0.90 2.64 3.02  0.877
F: 0.76 1.78 4.03  -0.296
F: 2.01 2.28 2.37  -0.225
F: 0.92 3.89 3.44  -0.282
H: -2.79 4.87 -0.46  0.375
H: -1.39 3.69 -0.57  -0.069
H: -1.26 5.39 0.17  0.368
H: -2.55 2.76 1.05  0.266
H: -2.99 4.26 1.84  0.377